1.
A molecular structure, C36H30N8O3PdS at a distorted geometry. Source: OMol25; level of theory: ωB97M-V/def2-TZVPD.

Calculated values
LUMO energy in Ha: 0.14542
Orbital gap in eV: 4.35
Charge: -2

Structure (XYZ):
```
79
Properties=species:S:1:pos:R:3:mulliken_charge:R:1
Pd -0.596 -0.504 0.782 0.312
C 3.353 4.455 -4.410 -1.396
C 2.872 4.341 -2.983 0.838
C 1.653 3.750 -2.665 -1.322
C 1.287 3.494 -1.353 0.585
C 2.112 3.863 -0.289 0.407
C 3.331 4.471 -0.581 -0.669
C 3.674 4.693 -1.915 -0.602
S 1.684 3.401 1.416 0.673
O 2.323 1.918 1.393 -0.442
O 2.650 4.148 2.227 -0.750
N -0.856 1.465 0.342 -0.550
C -1.851 2.286 0.373 0.344
C -1.546 3.708 0.538 -0.941
C -2.402 4.573 1.146 -0.351
C -3.733 4.267 1.453 -1.320
C -4.223 3.070 0.892 1.117
C -5.583 2.727 0.816 -0.615
C -6.058 1.762 -0.036 -0.701
C -5.109 1.069 -0.797 -0.743
N -3.813 1.241 -0.620 -0.184
C -3.337 2.128 0.239 0.220
H 2.519 4.660 -5.099 0.365
H 3.815 3.497 -4.693 0.254
H 4.082 5.263 -4.543 0.363
H 1.028 3.417 -3.448 0.432
H 0.314 3.034 -1.145 -0.062
H 3.998 4.708 0.258 0.422
H 4.618 5.165 -2.112 0.322
H -0.567 4.029 0.307 0.530
H -2.083 5.580 1.396 0.378
H -4.414 4.965 1.959 0.237
H -6.264 3.363 1.382 0.314
H -7.130 1.550 -0.100 0.332
H -5.380 0.330 -1.538 0.621
N 7.809 -6.454 0.457 -0.623
C 6.842 -5.853 0.383 0.143
C 5.658 -5.040 0.375 0.412
C 4.482 -5.415 -0.275 -0.746
C 3.368 -4.597 -0.256 -0.593
C 3.332 -3.416 0.528 0.226
C 4.518 -3.061 1.187 -0.278
C 5.661 -3.847 1.106 -0.722
C 2.140 -2.574 0.629 0.039
C 2.296 -1.223 0.524 0.416
C 3.468 -0.633 -0.133 -0.827
C 3.259 0.683 -0.333 -1.211
C 1.949 0.996 0.276 1.496
N 1.389 -0.225 0.732 -0.264
C 0.907 -3.261 1.075 0.108
C 0.702 -4.611 1.382 -0.318
C -0.577 -4.701 1.955 -1.277
C -1.086 -3.418 1.949 -0.785
N -0.207 -2.545 1.369 0.072
H 4.431 -6.308 -0.863 0.415
H 2.453 -4.947 -0.760 0.550
H 4.504 -2.225 1.875 0.477
H 6.520 -3.515 1.655 0.428
H 4.339 -1.166 -0.494 0.401
H 3.974 1.364 -0.820 0.363
H 1.239 1.531 -0.346 -0.461
H 1.390 -5.418 1.236 0.575
H -1.096 -5.580 2.350 0.357
H -2.042 -3.077 2.290 0.443
C -5.396 -2.593 -0.753 -1.137
N -4.407 -2.080 0.182 0.197
C -4.631 -1.746 1.578 -0.360
C -3.345 -0.997 1.944 -0.108
O -3.068 -0.564 3.029 -0.707
N -2.560 -0.947 0.813 1.407
C -3.223 -1.542 -0.162 -0.378
N -2.733 -1.740 -1.411 -0.385
H -6.244 -3.020 -0.193 0.367
H -4.955 -3.369 -1.364 0.387
H -5.843 -1.822 -1.417 0.279
H -4.725 -2.637 2.212 0.380
H -5.501 -1.107 1.716 0.433
H -1.996 -1.134 -1.714 0.168
H -3.363 -2.056 -2.102 0.223
```

=====

2.
A molecular structure, C36H31F3N3Zn at a distorted geometry. Source: OMol25; level of theory: ωB97M-V/def2-TZVPD.

Calculated values
LUMO energy (spin up / spin down) in Ha: 0.08483 / 0.08483
Orbital gap (spin up / spin down) in eV: 6.47 / 6.47
Charge: -1
Energy relative to the best compared isomer or geometry (same formula, charge and spin) in kcal/mol: 93.3

Structure (XYZ):
```
74
Properties=species:S:1:pos:R:3:mulliken_charge:R:1
Zn -1.673 0.982 -1.959 -0.417
C -1.549 3.323 -3.842 -1.316
C -2.696 2.929 -4.540 -0.151
C -3.682 2.561 -3.613 -1.141
C -3.152 2.720 -2.320 -0.463
C -1.811 3.211 -2.462 0.047
H -0.608 3.628 -4.277 0.371
H -2.779 2.841 -5.615 0.421
H -4.667 2.179 -3.844 0.432
H -3.695 2.655 -1.386 0.601
H -1.180 3.563 -1.655 0.692
C 3.597 -2.307 1.473 -1.538
C 2.517 -3.204 0.940 0.773
C 2.470 -4.549 1.277 -0.681
C 1.472 -5.386 0.802 -0.705
C 0.481 -4.858 -0.011 -1.031
C 0.492 -3.514 -0.351 -0.052
C 1.520 -2.687 0.100 0.287
N 1.579 -1.319 -0.220 -0.081
C 0.887 -0.669 -1.241 0.322
N 0.747 -1.395 -2.383 -0.143
C -0.239 -1.286 -3.411 0.955
C -1.372 -0.456 -3.331 -1.087
C -2.256 -0.561 -4.413 0.343
C -2.049 -1.394 -5.501 -1.276
C -0.909 -2.178 -5.542 -0.529
C 0.010 -2.139 -4.504 0.963
C 1.243 -3.002 -4.577 -1.526
N 0.440 0.523 -1.149 -1.096
C 0.091 1.111 0.126 2.079
C -0.707 0.136 1.055 -0.438
C -1.340 0.776 2.205 -0.554
C -0.801 3.062 2.105 0.340
C 0.472 3.225 1.340 -1.676
C 0.939 2.282 0.518 0.851
C 2.265 2.422 -0.172 -1.966
H 4.337 -2.880 2.029 0.412
H 3.194 -1.550 2.154 0.287
H 4.104 -1.771 0.667 0.350
H 3.242 -4.946 1.927 0.356
H 1.463 -6.433 1.073 0.383
H -0.323 -5.485 -0.375 0.409
H -0.305 -3.104 -0.959 0.530
H 1.849 -0.703 0.531 0.379
H 1.359 -2.189 -2.455 0.377
H -3.143 0.061 -4.404 0.484
H -2.764 -1.420 -6.314 0.370
H -0.719 -2.831 -6.388 0.289
H 1.277 -3.532 -5.528 0.368
H 1.282 -3.765 -3.790 0.292
H 2.159 -2.409 -4.495 0.371
H -0.675 -0.933 0.868 0.427
H -1.922 0.180 2.896 0.476
H -1.271 4.024 2.335 0.584
H 1.083 4.101 1.546 0.327
H 2.797 3.303 0.187 0.485
H 2.134 2.500 -1.253 0.362
H 2.902 1.547 -0.005 0.239
F 0.256 -0.533 7.369 -0.275
C 0.022 0.800 7.386 0.979
F -1.027 0.984 8.208 -0.299
F 1.095 1.336 8.015 -0.285
C -0.193 1.364 6.028 0.206
C 0.871 1.365 5.123 -1.196
C 0.714 1.875 3.856 -0.383
C -0.561 2.285 3.393 0.866
C -1.548 2.475 4.389 -0.472
C -1.390 1.961 5.662 -0.870
C -1.687 1.958 1.444 -0.538
C -1.393 1.259 0.163 -0.507
H 1.837 0.983 5.432 0.380
H 1.548 1.879 3.167 0.397
H -2.471 2.967 4.110 0.413
H -2.188 2.056 6.388 0.419
```

=====

3.
A molecular structure, C36H31FeN10O2S at a distorted geometry. Source: OMol25; level of theory: ωB97M-V/def2-TZVPD.

Calculated values
LUMO energy (spin up / spin down) in Ha: 0.07428 / 0.07426
Orbital gap (spin up / spin down) in eV: 5.61 / 5.65
Charge: -1
Multiplicity: 5
<S²>: 6.02
Energy relative to the best compared isomer or geometry (same formula, charge and spin) in kcal/mol: 29.2

Structure (XYZ):
```
81
Properties=species:S:1:pos:R:3:mulliken_spin:R:1
Fe 0.126 -0.075 0.256 3.712
O 4.092 1.831 0.359 0.003
C 3.067 1.135 0.420 -0.008
N 1.852 1.387 -0.079 0.008
C 1.517 2.612 -0.620 0.005
C 2.396 3.701 -0.682 0.002
C 2.024 4.910 -1.229 0.000
C 0.741 5.080 -1.722 0.000
C -0.160 4.041 -1.652 -0.002
C 0.183 2.796 -1.103 0.042
N -0.689 1.734 -0.995 0.079
C -1.935 1.778 -1.478 0.030
O -2.537 2.720 -2.014 0.007
C -2.677 0.475 -1.387 0.010
C -4.023 0.483 -1.761 0.003
C -4.718 -0.704 -1.831 -0.001
C -4.032 -1.876 -1.535 0.002
C -2.704 -1.784 -1.146 -0.002
N -2.037 -0.643 -1.055 0.013
C 3.196 -0.157 1.178 0.027
C 4.477 -0.504 1.610 0.001
C 4.654 -1.616 2.404 -0.001
C 3.531 -2.362 2.746 0.002
C 2.300 -1.952 2.266 0.012
N 2.124 -0.883 1.499 0.017
H 3.392 3.575 -0.293 0.000
H 2.735 5.724 -1.259 0.000
H 0.426 6.027 -2.142 0.000
H -1.162 4.187 -2.018 0.000
H -4.480 1.433 -1.998 0.000
H -5.763 -0.724 -2.117 0.000
H -4.528 -2.833 -1.597 0.000
H -2.144 -2.676 -0.905 0.001
H 5.296 0.131 1.313 0.000
H 5.636 -1.904 2.756 0.000
H 3.611 -3.238 3.372 0.000
H 1.413 -2.507 2.529 0.000
C -3.103 0.109 6.332 0.000
C -3.658 0.048 4.902 0.000
C -3.383 1.407 4.245 0.000
C -5.176 -0.165 4.937 0.000
C -2.994 -1.107 4.165 -0.013
C -3.013 -2.400 4.708 -0.001
C -2.396 -3.472 4.069 0.000
C -1.710 -3.242 2.896 -0.004
S -0.801 -4.337 1.862 0.003
C -0.351 -2.946 0.838 0.024
N -0.871 -1.805 1.271 0.029
C -1.643 -1.938 2.356 0.019
C -2.346 -0.896 2.968 -0.007
C 0.483 -2.927 -0.309 -0.160
C 0.984 -4.060 -0.969 0.007
C 1.761 -3.902 -2.098 -0.005
C 2.080 -2.635 -2.563 0.010
C 1.582 -1.508 -1.908 -0.061
C 0.776 -1.627 -0.801 0.161
H -3.589 0.905 6.894 0.000
H -2.032 0.307 6.302 0.000
H -3.258 -0.830 6.857 0.000
H -3.837 2.200 4.839 0.000
H -3.797 1.459 3.241 0.000
H -2.316 1.604 4.188 0.000
H -5.662 0.656 5.463 0.000
H -5.429 -1.096 5.439 0.000
H -5.570 -0.209 3.924 0.000
H -3.527 -2.583 5.642 0.000
H -2.438 -4.462 4.501 0.001
H -2.338 0.053 2.462 0.008
H 0.736 -5.049 -0.597 -0.001
H 2.128 -4.774 -2.621 -0.001
H 2.714 -2.520 -3.433 -0.001
H 1.829 -0.524 -2.279 0.012
N 0.806 0.950 5.302 0.000
N 0.487 1.302 4.015 -0.005
N 0.436 2.560 3.600 0.005
C 0.079 2.410 2.334 -0.003
N -0.083 1.129 2.003 0.023
N 0.174 0.418 3.085 -0.005
H 0.353 1.591 5.949 0.000
H 0.494 -0.006 5.441 0.000
H -0.053 3.228 1.660 0.001
```

=====

4.
A molecular structure, C36H31FeN3OS2Se at a distorted geometry. Source: OMol25; level of theory: ωB97M-V/def2-TZVPD.

Calculated values
LUMO energy (spin up / spin down) in Ha: 0.08346 / 0.08285
Orbital gap (spin up / spin down) in eV: 5.96 / 7.06
Charge: -1
Multiplicity: 6
<S²>: 8.77
Energy relative to the best compared isomer or geometry (same formula, charge and spin) in kcal/mol: 0.0

Structure (XYZ):
```
75
Properties=species:S:1:pos:R:3:mulliken_spin:R:1
Fe -1.397 0.876 -0.002 3.739
C 4.466 0.997 0.785 -0.004
C 4.688 2.500 0.618 0.002
C 5.535 2.716 -0.647 0.000
C 5.447 3.013 1.852 0.000
C 3.384 3.282 0.456 0.014
C 3.445 4.679 0.336 -0.001
C 2.315 5.446 0.137 0.002
C 1.094 4.800 0.035 0.003
S -0.484 5.477 -0.232 0.005
C -1.176 3.870 -0.135 0.001
N -0.302 2.920 0.071 0.040
C 0.988 3.409 0.171 0.039
C 2.148 2.658 0.397 0.005
C -2.588 3.601 -0.311 -0.068
C -3.526 4.637 -0.381 -0.005
C -4.864 4.346 -0.547 0.010
C -5.266 3.017 -0.628 -0.005
C -4.329 1.996 -0.532 -0.067
C -2.961 2.243 -0.399 0.114
H 5.432 0.509 0.926 -0.001
H 3.994 0.552 -0.089 -0.001
H 3.851 0.780 1.662 0.001
H 6.498 2.209 -0.554 0.000
H 5.719 3.775 -0.832 0.000
H 5.010 2.304 -1.511 0.000
H 6.365 2.440 1.995 0.000
H 4.829 2.897 2.744 0.000
H 5.717 4.065 1.756 0.000
H 4.395 5.186 0.440 0.000
H 2.379 6.525 0.066 0.000
H 2.042 1.595 0.547 -0.031
H -3.197 5.668 -0.295 -0.001
H -5.596 5.142 -0.601 0.001
H -6.313 2.772 -0.768 -0.001
H -4.682 0.972 -0.564 0.008
O 2.204 -0.336 -2.401 0.208
S 0.989 0.510 -2.224 0.582
N -0.162 -0.250 -1.342 0.378
Se -1.966 -0.279 2.016 0.102
C -3.488 -1.241 1.384 -0.004
C -4.343 -1.919 2.251 -0.005
C -5.442 -2.580 1.731 0.000
N -5.744 -2.627 0.436 0.006
C -4.915 -1.996 -0.394 0.003
C -3.793 -1.300 0.021 0.067
H -4.149 -1.923 3.316 -0.002
H -6.131 -3.105 2.388 0.000
H -5.163 -2.056 -1.448 0.000
H -3.162 -0.804 -0.706 -0.042
C 2.394 -5.600 1.473 0.006
C 2.140 -4.542 2.336 -0.002
C 1.711 -3.323 1.836 0.010
C 1.498 -3.144 0.467 -0.016
C 1.762 -4.214 -0.391 0.007
C 2.205 -5.428 0.108 -0.004
C 1.054 -1.839 -0.035 0.021
C 0.056 -1.572 -0.896 -0.073
C -0.913 -2.570 -1.423 -0.028
C -1.493 -2.354 -2.675 -0.007
C -2.474 -3.200 -3.167 0.000
C -2.895 -4.287 -2.414 -0.005
C -2.312 -4.526 -1.178 0.004
C -1.337 -3.677 -0.683 -0.001
H 2.737 -6.551 1.859 0.001
H 2.282 -4.667 3.402 0.000
H 1.495 -2.501 2.508 0.000
H 1.618 -4.076 -1.455 0.001
H 2.410 -6.246 -0.572 0.000
H 1.603 -0.991 0.363 0.007
H -1.170 -1.500 -3.255 -0.012
H -2.914 -3.005 -4.138 0.000
H -3.692 -4.925 -2.777 0.000
H -2.639 -5.372 -0.587 0.000
H -0.923 -3.856 0.299 -0.003
```

=====

5.
2 unconnected molecules or ions with the total composition C36H31O6S at a distorted geometry. Source: OMol25; level of theory: ωB97M-V/def2-TZVPD.

Calculated values
LUMO energy in Ha: 0.03384
Orbital gap in eV: 4.13
Charge: -1

Structure (XYZ):
```
74
Properties=species:S:1:pos:R:3:mulliken_charge:R:1
C -4.939 4.272 -2.235 -0.327
C -3.874 4.018 -3.108 -0.726
C -3.032 2.923 -2.896 -0.416
C -3.262 2.019 -1.831 0.228
C -2.384 0.841 -1.676 0.534
C -1.051 0.878 -2.009 -1.223
C -0.178 -0.251 -1.853 0.602
C 1.221 -0.075 -1.890 -0.361
C 2.201 -1.111 -1.951 0.143
C 2.014 -2.342 -2.653 -0.302
C 2.962 -3.359 -2.570 -0.667
C 4.140 -3.179 -1.831 -0.370
C 4.373 -1.951 -1.192 -0.632
C 3.449 -0.924 -1.294 -0.360
C -0.790 -1.519 -1.599 -0.746
C -2.127 -1.648 -1.293 -0.386
C -2.713 -2.980 -1.040 0.310
C -2.199 -4.115 -1.714 -0.402
C -2.704 -5.392 -1.456 -0.764
C -3.716 -5.575 -0.504 -0.335
C -4.230 -4.465 0.176 -0.817
C -3.748 -3.187 -0.108 -0.225
C -2.936 -0.417 -1.119 1.334
O -4.002 -0.423 -0.473 -0.805
C -4.337 2.297 -0.964 -0.142
C -5.167 3.403 -1.161 -0.675
H -5.588 5.137 -2.388 0.355
H -3.693 4.675 -3.960 0.349
H -2.199 2.735 -3.577 0.393
H -0.616 1.815 -2.367 0.303
H 1.582 0.953 -1.840 0.356
H 1.120 -2.466 -3.270 0.579
H 2.779 -4.306 -3.082 0.358
H 4.879 -3.979 -1.765 0.367
H 5.288 -1.799 -0.616 0.399
H 3.643 0.049 -0.836 0.395
H -0.156 -2.405 -1.563 0.914
H -1.413 -3.979 -2.462 0.461
H -2.305 -6.248 -2.002 0.366
H -4.109 -6.574 -0.297 0.346
H -5.013 -4.582 0.926 0.370
H -4.180 -2.322 0.389 0.391
H -4.530 1.618 -0.135 0.374
H -5.994 3.580 -0.470 0.367
C 6.798 1.704 3.175 -1.266
C 5.923 1.665 1.957 -0.020
O 4.551 1.593 2.442 -0.298
C 3.681 1.641 1.410 0.413
C 2.279 1.346 1.762 -0.106
O 1.317 1.699 0.920 0.141
C 1.303 3.044 0.320 -0.810
S 1.816 1.170 3.510 1.383
C 0.106 0.670 3.251 0.065
C -0.919 1.296 3.965 -0.462
C -2.247 1.029 3.624 -0.802
C -2.535 0.093 2.625 -0.142
C -1.498 -0.605 2.001 -0.501
C -0.170 -0.271 2.264 -0.299
O 2.534 0.073 4.117 -0.736
O 1.798 2.496 4.097 -0.745
O 4.042 1.895 0.255 -0.830
H 7.848 1.694 2.879 0.406
H 6.620 2.621 3.743 0.298
H 6.614 0.842 3.821 0.300
H 6.042 2.561 1.342 0.283
H 6.133 0.783 1.339 0.125
H 0.482 3.005 -0.400 0.095
H 1.119 3.778 1.116 0.229
H 2.262 3.218 -0.181 0.309
H -0.670 2.018 4.741 0.445
H -3.052 1.560 4.137 0.357
H -3.565 -0.100 2.324 0.345
H -1.716 -1.411 1.298 0.528
H 0.635 -0.744 1.701 0.380
```

=====

6.
A molecular structure, C36H32BBrN5O7Ru at a distorted geometry. Source: OMol25; level of theory: ωB97M-V/def2-TZVPD.

Calculated values
LUMO energy (spin up / spin down) in Ha: -0.00639 / -0.02064
Orbital gap (spin up / spin down) in eV: 5.79 / 6.92
Multiplicity: 6
<S²>: 8.80
Energy relative to the best compared isomer or geometry (same formula, charge and spin) in kcal/mol: 30.1

Structure (XYZ):
```
83
Properties=species:S:1:pos:R:3:mulliken_spin:R:1
Ru -0.057 0.364 0.000 3.545
Br -5.306 -3.499 3.640 0.000
C -4.296 -2.418 2.443 0.005
C -4.731 -2.256 1.128 0.006
C -3.992 -1.478 0.273 0.010
C -2.807 -0.807 0.673 -0.015
O -2.197 -0.080 -0.204 0.122
C -2.384 -0.980 2.033 0.064
C -1.246 -0.373 2.658 -0.012
N -0.415 0.485 2.163 -0.044
C 0.367 1.311 2.990 -0.035
C 0.205 1.351 4.387 0.202
C 0.691 2.402 5.142 -0.059
C 1.269 3.494 4.526 0.130
C 1.499 3.477 3.143 -0.085
C 1.959 4.619 2.433 0.466
C 2.095 4.565 1.044 -0.144
C 1.978 3.374 0.397 0.352
N 1.676 2.208 1.099 0.139
C 1.187 2.302 2.412 0.035
C -3.159 -1.797 2.881 0.002
H -5.640 -2.735 0.789 0.001
H -4.304 -1.338 -0.755 0.000
H -1.124 -0.676 3.698 0.003
H -0.349 0.572 4.891 0.023
H 0.552 2.391 6.216 -0.003
H 1.552 4.372 5.092 0.003
H 2.122 5.543 2.973 0.023
H 2.329 5.457 0.480 -0.001
H 2.172 3.243 -0.657 0.049
H -2.850 -1.916 3.913 0.000
C -1.897 -4.601 -1.259 0.000
C -1.071 -3.818 -0.298 0.001
C -0.715 -4.067 1.010 0.004
C 0.081 -2.976 1.402 -0.002
N 0.204 -2.110 0.399 0.125
N -0.514 -2.637 -0.612 -0.025
C 0.773 -2.784 2.710 0.004
H -1.823 -5.664 -1.038 0.000
H -1.568 -4.428 -2.284 0.000
H -2.945 -4.312 -1.180 0.000
H -0.993 -4.920 1.607 -0.001
H -0.473 -2.167 -1.507 0.000
H 1.573 -3.518 2.821 0.002
H 0.082 -2.930 3.542 -0.001
H 1.202 -1.785 2.766 -0.001
C -2.374 4.668 0.555 -0.001
C -2.035 3.256 0.135 0.004
N -2.920 2.640 -0.660 -0.001
O -0.992 2.723 0.514 0.057
H -3.379 4.716 0.974 0.001
H -2.323 5.330 -0.311 0.001
H -1.654 5.004 1.296 0.003
H -3.735 3.104 -1.013 0.000
H -2.719 1.686 -0.940 -0.001
O -1.842 1.222 -4.400 0.001
C -0.715 0.742 -4.991 0.001
C -0.594 0.698 -6.377 -0.001
C 0.543 0.170 -6.966 0.002
C 1.563 -0.342 -6.179 -0.001
C 1.438 -0.307 -4.800 0.002
C 0.319 0.248 -4.192 0.008
C 0.261 0.303 -2.695 -0.087
O 0.696 -0.692 -2.044 0.091
O -0.186 1.318 -2.116 0.059
H -2.448 1.522 -5.081 0.000
H -1.400 1.083 -6.993 0.000
H 0.625 0.154 -8.045 0.000
H 2.444 -0.767 -6.640 0.000
H 2.216 -0.711 -4.164 0.002
O 2.428 -0.189 1.292 0.097
B 2.117 0.953 0.524 -0.190
O 2.821 0.933 -0.687 0.050
C 3.484 -0.261 -0.703 0.007
C 4.299 -0.781 -1.682 0.008
C 4.880 -2.019 -1.425 0.001
C 4.647 -2.698 -0.235 0.005
C 3.819 -2.167 0.749 0.006
C 3.252 -0.939 0.491 -0.009
H 4.481 -0.254 -2.609 0.000
H 5.527 -2.459 -2.173 0.000
H 5.120 -3.656 -0.065 0.001
H 3.619 -2.689 1.674 0.000
```